C29H32IrN2O3PS as an isolated structure, computed with ωB97M-V/def2-TZVPD.

Geometry as XYZ:
```
69
Properties=species:S:1:pos:R:3:lowdin_charge:R:1
Ir 0.508 0.730 -0.535 1.268
N 1.994 0.083 2.174 -0.079
P 0.656 -0.582 1.400 0.964
C 1.114 -2.215 0.788 -0.327
C 2.366 -2.734 1.118 -0.081
C 2.699 -4.030 0.750 -0.049
C 1.786 -4.806 0.054 -0.044
C 0.544 -4.287 -0.286 -0.049
C 0.201 -2.996 0.078 -0.075
C -0.398 -0.783 2.854 -0.290
C -1.675 -0.295 3.065 -0.099
C -2.325 -0.549 4.265 -0.050
C -1.710 -1.299 5.252 -0.037
C -0.432 -1.802 5.043 -0.042
C 0.224 -1.548 3.854 -0.083
C 2.930 0.670 1.376 -0.364
C 4.173 1.070 1.865 0.019
C 5.122 1.500 0.975 -0.010
C 4.822 1.461 -0.385 -0.026
C 3.565 1.097 -0.785 -0.093
N 2.566 0.765 0.080 -0.049
H 2.055 0.156 3.178 0.131
H 3.087 -2.134 1.658 0.104
H 3.668 -4.432 1.011 0.118
H 2.044 -5.818 -0.225 0.120
H -0.162 -4.895 -0.835 0.117
H -0.766 -2.599 -0.189 0.085
H -2.149 0.287 2.299 0.059
H -3.319 -0.156 4.432 0.120
H -2.222 -1.497 6.184 0.122
H 0.050 -2.400 5.804 0.121
H 1.204 -1.984 3.700 0.109
H 4.374 0.995 2.924 0.131
H 6.099 1.810 1.321 0.132
H 5.558 1.711 -1.134 0.125
H 3.335 1.035 -1.832 0.118
C 2.425 3.389 -3.354 0.031
C 1.312 2.502 -2.897 -0.304
O 1.420 2.068 -1.722 -0.175
C 0.205 2.177 -3.726 -0.100
C 0.108 2.635 -5.059 0.005
C -0.984 2.323 -5.822 -0.043
C -2.001 1.538 -5.258 -0.023
C -1.938 1.076 -3.965 0.008
C -0.822 1.395 -3.174 -0.270
O -0.819 0.965 -1.918 -0.337
H 3.142 3.541 -2.554 0.092
H 2.031 4.358 -3.664 0.113
H 2.918 2.942 -4.220 0.114
H 0.907 3.234 -5.475 0.123
H -1.064 2.671 -6.841 0.120
H -2.863 1.278 -5.859 0.124
H -2.726 0.464 -3.557 0.104
C -3.852 -1.858 1.318 -0.099
C -3.794 -1.407 -0.122 -0.359
S -2.697 -0.078 -0.653 1.055
O -1.337 -0.334 0.079 -0.721
C -3.478 1.419 0.038 -0.329
C -2.549 2.396 0.741 -0.106
H -4.618 -2.628 1.402 0.099
H -4.127 -1.049 1.991 0.070
H -2.905 -2.286 1.636 0.076
H -4.756 -1.013 -0.467 0.107
H -3.531 -2.229 -0.789 0.097
H -4.287 1.090 0.691 0.095
H -3.917 1.892 -0.841 0.100
H -2.173 2.019 1.686 0.056
H -3.114 3.306 0.943 0.098
H -1.703 2.676 0.113 0.062
```

The total charge is +2. Its spin multiplicity is 1. As for the HOMO-LUMO gap: 6.9 eV. Its energy above the lowest of the compared OMol25 structures with the same formula, charge and spin is 52.7 kcal per mole. The calculation puts the total energy at -62662.96581 eV.



C16H51FeO10 as an isolated structure, computed with ωB97M-V/def2-TZVPD.

Geometry as XYZ:
```
78
Properties=species:S:1:pos:R:3:lowdin_charge:R:1
Fe -4.960 31.034 -1.784 1.239
C -8.525 29.951 -3.008 -0.066
C -7.234 29.808 -3.833 -0.336
O -6.094 29.782 -3.015 -0.338
H -8.664 29.177 -2.253 0.076
H -9.334 29.815 -3.726 0.079
H -8.627 30.963 -2.616 0.049
H -7.137 30.621 -4.553 0.099
H -7.272 28.888 -4.416 0.111
C -9.274 33.454 0.358 -0.084
C -8.918 32.050 0.748 -0.335
O -8.047 32.114 1.880 -0.064
H -8.399 34.028 0.054 0.060
H -9.730 33.998 1.185 0.092
H -9.857 33.511 -0.561 0.064
H -8.543 31.431 -0.067 0.088
H -9.821 31.530 1.068 0.112
H -7.214 32.467 1.557 0.069
C -10.333 24.806 -3.384 -0.052
C -9.111 25.710 -3.756 -0.286
O -7.890 25.173 -3.183 -0.119
H -10.369 23.978 -4.091 0.070
H -11.204 25.458 -3.459 0.063
H -10.195 24.325 -2.416 0.073
H -9.062 26.737 -3.396 0.077
H -8.956 25.900 -4.818 0.099
H -7.223 25.840 -3.361 0.018
C -4.762 34.185 -6.141 -0.097
C -4.973 32.805 -6.798 -0.286
O -4.012 31.899 -6.261 -0.094
H -4.827 34.276 -5.057 0.053
H -5.520 34.932 -6.376 0.071
H -3.832 34.619 -6.509 0.073
H -4.930 32.852 -7.886 0.117
H -5.994 32.561 -6.506 0.093
H -3.092 32.163 -6.334 0.083
C -9.047 26.990 1.789 -0.066
C -8.737 28.432 1.282 -0.291
O -7.451 28.479 0.685 -0.111
H -9.924 26.905 2.431 0.073
H -8.201 26.611 2.363 0.073
H -9.200 26.277 0.979 0.071
H -8.791 29.182 2.072 0.108
H -9.487 28.699 0.537 0.084
H -7.136 27.738 0.162 0.048
C -3.948 27.045 -6.330 -0.091
C -4.981 26.812 -5.282 -0.323
O -4.537 27.484 -4.117 -0.097
H -3.702 28.077 -6.578 0.077
H -4.358 26.422 -7.125 0.080
H -2.972 26.611 -6.110 0.079
H -5.054 25.757 -5.020 0.123
H -5.936 27.227 -5.604 0.108
H -5.085 28.271 -4.063 0.016
C -10.431 33.203 -4.328 -0.094
C -9.237 33.354 -5.241 -0.354
O -9.673 33.912 -6.442 -0.044
H -10.162 33.073 -3.279 0.052
H -11.064 32.362 -4.611 0.078
H -11.082 34.077 -4.355 0.089
H -8.740 32.387 -5.306 0.089
H -8.545 34.024 -4.730 0.101
H -10.551 33.578 -6.642 0.091
C -11.839 28.983 -2.069 -0.071
C -11.913 30.391 -1.533 -0.315
O -12.645 31.153 -2.487 -0.090
H -11.201 28.962 -2.953 0.051
H -12.779 28.628 -2.491 0.087
H -11.407 28.322 -1.318 0.073
H -10.936 30.855 -1.399 0.078
H -12.445 30.619 -0.610 0.117
H -13.076 31.854 -1.993 0.082
O -6.302 32.624 -2.185 -0.032
H -6.925 32.662 -2.911 0.074
H -6.177 33.538 -1.928 0.093
O -6.577 27.119 -2.049 -0.028
H -6.535 28.001 -2.418 -0.015
H -5.940 27.128 -1.334 0.058
```

The total charge is +1. Its spin multiplicity is 5. As for the HOMO-LUMO gap (alpha / beta): 4.7 / 4.7 eV. Its expectation value of S² is 6.0104. The calculation puts the total energy at -72268.44597 eV.



A 7-piece molecular cluster, C31H75N10O14P3 overall, computed with ωB97M-V/def2-TZVPD.

Geometry as XYZ:
```
133
Properties=species:S:1:pos:R:3:lowdin_charge:R:1
C -4.233 -6.547 -1.176 -0.117
N -4.914 -5.391 -1.705 -0.304
C -6.361 -5.508 -1.681 -0.133
P -4.076 -4.028 -2.248 0.528
O -2.769 -4.414 -2.798 -0.285
N -5.159 -3.225 -3.247 -0.309
C -5.215 -3.709 -4.620 -0.118
C -5.595 -1.838 -3.054 -0.093
N -3.861 -2.994 -0.935 -0.322
C -4.934 -2.850 0.031 -0.122
C -2.553 -2.583 -0.473 -0.090
H -3.270 -6.277 -0.746 0.080
H -4.194 -7.389 -1.872 0.086
H -4.797 -6.963 -0.330 0.076
H -6.615 -5.730 -0.635 0.077
H -6.813 -6.312 -2.267 0.082
H -6.880 -4.569 -1.869 0.066
H -5.034 -4.782 -4.605 0.079
H -6.179 -3.479 -5.084 0.079
H -4.522 -3.239 -5.325 0.084
H -5.193 -1.107 -3.755 0.084
H -6.671 -1.907 -3.265 0.082
H -5.552 -1.583 -2.003 0.052
H -5.875 -3.124 -0.447 0.060
H -4.778 -3.484 0.910 0.088
H -5.038 -1.804 0.340 0.088
H -2.407 -3.093 0.484 0.060
H -2.568 -1.493 -0.369 0.076
H -1.805 -2.914 -1.190 0.078
C -0.875 -2.744 3.900 -0.125
N 0.258 -3.428 3.274 -0.282
C -0.298 -4.284 2.238 -0.118
P 1.821 -2.791 3.185 0.576
O 2.127 -1.862 2.066 -0.279
N 2.146 -2.172 4.703 -0.289
C 1.525 -0.838 4.902 -0.093
C 3.302 -2.429 5.548 -0.095
N 2.772 -4.210 3.130 -0.306
C 4.140 -4.113 2.654 -0.120
C 2.535 -5.343 4.029 -0.113
H -1.779 -3.364 3.946 0.082
H -1.276 -1.881 3.361 0.069
H -0.733 -2.558 4.967 0.083
H 0.548 -4.754 1.726 0.081
H -0.907 -3.737 1.517 0.051
H -0.934 -5.097 2.597 0.088
H 2.132 -0.048 4.470 0.068
H 0.552 -0.896 4.412 0.050
H 1.243 -0.698 5.945 0.092
H 3.247 -1.820 6.448 0.082
H 3.442 -3.492 5.710 0.057
H 4.223 -2.047 5.084 0.082
H 4.347 -3.115 2.267 0.057
H 4.867 -4.389 3.423 0.080
H 4.289 -4.791 1.807 0.084
H 1.518 -5.284 4.417 0.076
H 3.302 -5.345 4.802 0.066
H 2.514 -6.274 3.456 0.083
C 1.441 1.336 -3.451 -0.088
N 1.181 2.618 -2.798 -0.293
C -0.258 2.927 -2.706 -0.110
P 2.176 3.308 -1.616 0.599
O 2.033 2.535 -0.336 -0.291
N 3.642 3.376 -2.367 -0.300
C 3.733 3.700 -3.782 -0.102
C 4.788 3.898 -1.614 -0.097
N 1.589 4.915 -1.512 -0.299
C 1.870 5.589 -0.254 -0.100
C 1.228 5.743 -2.630 -0.117
H 1.185 0.553 -2.731 0.068
H 2.490 1.273 -3.727 0.060
H 0.783 1.245 -4.315 0.093
H -0.642 3.623 -3.456 0.062
H -0.427 3.365 -1.721 0.078
H -0.822 1.999 -2.806 0.085
H 3.522 4.753 -4.007 0.078
H 4.792 3.680 -4.057 0.087
H 3.190 2.988 -4.390 0.068
H 4.774 4.990 -1.691 0.081
H 4.724 3.639 -0.556 0.071
H 5.707 3.471 -2.011 0.085
H 1.252 6.485 -0.179 0.089
H 1.882 4.875 0.565 0.035
H 2.888 6.017 -0.301 0.078
H 2.084 6.366 -2.942 0.077
H 0.457 6.455 -2.326 0.089
H 1.002 5.147 -3.510 0.074
C 2.712 5.195 3.556 -0.021
C 2.522 3.964 2.715 -0.329
C 2.738 2.650 3.437 -0.070
O 1.399 2.211 3.714 0.035
C 0.506 2.951 3.017 -0.566
O -0.659 2.719 3.060 0.162
O 1.148 3.884 2.313 0.062
H 2.356 6.124 3.115 0.089
H 3.741 5.427 3.847 0.091
H 2.234 5.032 4.529 0.096
H 3.180 4.058 1.850 0.131
H 3.198 2.760 4.421 0.136
H 3.172 1.816 2.883 0.125
C 4.718 -0.250 0.853 -0.027
C 4.440 -1.231 -0.290 -0.287
C 3.121 -0.925 -0.967 -0.091
O 3.509 -0.561 -2.301 0.051
C 4.820 -0.327 -2.361 -0.557
O 5.422 0.162 -3.268 0.150
O 5.424 -0.877 -1.262 0.068
H 5.755 -0.264 1.198 0.084
H 4.143 -0.393 1.772 0.056
H 4.515 0.793 0.595 0.079
H 4.470 -2.289 -0.036 0.143
H 2.539 -0.102 -0.552 0.085
H 2.472 -1.798 -1.023 0.138
C -4.198 3.556 -0.391 -0.003
C -4.236 3.467 -1.902 -0.298
C -5.341 4.273 -2.621 -0.083
O -4.697 4.786 -3.781 0.076
C -3.378 4.719 -3.647 -0.586
O -2.582 5.179 -4.398 0.159
O -3.069 4.043 -2.519 0.052
H -3.529 4.382 -0.151 0.100
H -3.769 2.652 0.036 0.060
H -5.204 3.681 0.008 0.086
H -4.325 2.449 -2.291 0.150
H -5.674 5.126 -2.030 0.135
H -6.119 3.568 -2.901 0.133
C 0.281 0.222 0.137 0.028
N -0.992 0.554 0.870 -0.410
O -1.794 1.183 0.199 0.033
O -1.206 0.160 1.989 0.064
H 0.036 -0.394 -0.724 0.098
H 1.055 -0.200 0.775 0.064
H 0.702 1.133 -0.290 0.044
```

The total charge is 0. Its spin multiplicity is 1. As for the HOMO-LUMO gap: 8.6 eV. The calculation puts the total energy at -104797.27491 eV.